[1]
Density functional theory data (ωB97M-V with the def2-TZVPD basis set) for the molecule C3H4N2OS.

Structure (XYZ):
```
11
Properties=species:S:1:pos:R:3
C -1.063 -1.886 0.217
C -0.071 -0.822 -0.262
N 0.823 -1.220 -1.065
O 1.473 -0.022 -1.473
N 1.043 1.037 -0.690
C 0.167 0.564 0.092
S -0.929 1.170 1.329
H -1.170 -2.723 -0.715
H -0.705 -2.348 1.221
H -2.177 -1.666 0.512
H -0.129 2.333 1.505
```

Calculated values
energy = -699.52903 Ha
M = 116.14 Da
highest occupied orbital energy = -0.3580 Eh
orbital gap = 10.23 eV
total charge = 0

[2]
Density functional theory data (ωB97M-V with the def2-TZVPD basis set) for C3H4N2OS as an isolated structure.

Structure (XYZ):
```
11
Properties=species:S:1:pos:R:3
C 0.017 -0.756 -0.611
C -0.089 1.054 0.325
C 0.064 0.137 1.351
H -0.226 -1.325 -2.537
H 0.213 -2.576 -1.440
H 0.493 2.914 1.778
H -0.186 0.143 2.567
N -0.427 -1.764 -1.537
N -0.106 0.445 -0.974
O 0.313 -1.116 0.589
S -0.067 2.843 0.488
```

Calculated values
energy = -699.59129 Ha
M = 116.14 Da
highest occupied orbital energy = -0.3154 Eh
orbital gap = 9.35 eV
total charge = 0

[3]
Density functional theory data (ωB97M-V with the def2-TZVPD basis set) for the molecule C3H4N2OS.

Structure (XYZ):
```
11
Properties=species:S:1:pos:R:3
C 2.122 0.581 0.007
S 1.352 -1.063 0.022
C -0.326 -0.547 -0.010
N -1.356 -1.427 0.001
C -2.409 -0.643 0.011
O -2.070 0.623 0.032
N -0.693 0.714 -0.002
H 1.856 1.137 0.894
H 1.776 1.140 -0.859
H 3.193 0.388 -0.069
H -3.445 -0.902 -0.027
```

Calculated values
energy = -699.61183 Ha
M = 116.14 Da
highest occupied orbital energy = -0.3361 Eh
orbital gap = 9.98 eV
total charge = 0

[4]
Density functional theory data (ωB97M-V with the def2-TZVPD basis set) for a 2-piece molecular cluster, C3H4N2OS overall.

Structure (XYZ):
```
11
Properties=species:S:1:pos:R:3
C 0.916 -1.663 -0.180
C -0.336 -0.694 -0.064
C -0.692 2.600 0.554
H 1.099 -3.607 -0.551
H -1.306 -0.991 -0.140
H -0.056 2.837 2.020
H -1.480 3.388 0.282
N 0.015 0.702 -0.433
N -0.983 1.654 -0.765
O 0.367 -2.848 -0.640
S 2.456 -1.377 -0.083
```

Calculated values
energy = -699.30220 Ha
M = 116.14 Da
highest occupied orbital energy = -0.3334 Eh
orbital gap = 8.01 eV
total charge = 0

[5]
Density functional theory data (ωB97M-V with the def2-TZVPD basis set) for the molecule C3H4N2OS2.

Structure (XYZ):
```
12
Properties=species:S:1:pos:R:3
C 0.611 0.347 -0.206
C 0.172 1.579 -0.011
C -1.491 -0.876 -0.103
N -0.212 -0.845 -0.172
N 0.401 -2.065 0.006
O 1.163 2.481 0.196
S -2.980 -1.466 0.057
S -1.363 2.219 -0.200
H 1.651 0.018 -0.226
H -0.114 -2.957 0.339
H 1.359 -1.825 0.367
H 0.804 3.391 -0.048
```

Calculated values
energy = -1097.68082 Ha
M = 148.21 Da
highest occupied orbital energy = -0.2784 Eh
orbital gap = 5.95 eV
total charge = 0

[6]
Density functional theory data (ωB97M-V with the def2-TZVPD basis set) for a 2-piece molecular cluster, C3H4N2S overall.

Structure (XYZ):
```
10
Properties=species:S:1:pos:R:3
C -2.131 0.672 0.536
C -1.268 -0.142 -0.016
C -0.251 -0.823 -0.449
N 0.720 -1.600 -0.504
H -2.796 1.283 -0.169
H -2.061 0.619 1.644
H 1.021 -1.918 -1.442
N 2.647 0.695 -0.139
S 1.697 1.483 0.800
H 2.423 -0.269 -0.261
```

Calculated values
energy = -624.22788 Ha
M = 100.15 Da
highest occupied orbital energy (spin up / spin down) = -0.3075 / -0.3066 Eh
orbital gap (spin up / spin down) = 7.31 / 7.32 eV
total charge = 0